Here is a cluster of 2 separate species, C2H2N3S2 in total in a non-equilibrium geometry from OMol25. Energies are from wB97M-V/def2-TZVPD.

Computed properties:
Energy above the lowest of the compared OMol25 structures with the same formula, charge and spin = 435.9 kJ/mol
Gap between HOMO and LUMO (spin up / spin down) = 0.2044 / 0.2026 Eh
Net charge = +1

Structure (XYZ):
```
9
C2H2N3S2 | OMol25 | wB97M-V/def2-TZVPD
C 1.759 -0.124 0.026
C 3.028 0.291 0.025
N -0.514 -0.183 -0.416
N -3.361 1.640 -0.440
N 0.604 0.087 -0.142
S 3.156 1.905 -0.190
S -2.055 1.856 0.146
H 3.910 -0.483 0.202
H -3.467 1.035 -1.281
```

Here is a cluster of 2 separate species, C3H9NO3 in total in a non-equilibrium geometry from OMol25. Energies are from wB97M-V/def2-TZVPD.

Computed properties:
Structure (SMILES) = C[C@@H](N)C(=O)O.O
Energy above the lowest of the compared OMol25 structures with the same formula, charge and spin = 160.0 kJ/mol
Gap between HOMO and LUMO = 0.3635 Eh
Net charge = 0

Structure (XYZ):
```
16
C3H9NO3 | OMol25 | wB97M-V/def2-TZVPD
O -1.991 0.589 0.843
C -0.966 0.135 0.251
O -0.493 0.777 -0.847
C -0.337 -1.210 0.539
C -0.122 -2.124 -0.680
N 0.980 -0.756 0.998
H -0.159 1.689 -0.834
H -0.813 -1.874 1.288
H -1.117 -2.512 -0.946
H 0.365 -1.602 -1.500
H 0.502 -2.973 -0.453
H 1.594 -1.537 1.033
H 1.380 -0.142 0.344
H 1.067 3.462 0.053
H -0.052 4.504 -0.060
O 0.161 3.573 -0.030
```

Here is the ion C21H24N4OS with charge +2 in a non-equilibrium geometry from OMol25. Energies are from wB97M-V/def2-TZVPD.

Computed properties:
Gap between HOMO and LUMO = 0.1200 Eh
Net charge = +2

Structure (XYZ):
```
51
C21H24N4OS | OMol25 | wB97M-V/def2-TZVPD
C 9.962 -2.528 0.826
C 8.936 -2.067 0.395
N 7.709 -1.440 0.148
C 6.699 -1.662 1.047
C 5.458 -1.051 0.861
C 5.240 -0.167 -0.266
C 3.872 0.484 -0.377
C 3.303 0.914 -1.611
C 2.013 1.508 -1.569
N 1.349 1.660 -0.414
C -0.038 2.248 -0.355
C -1.038 1.027 -0.347
C -2.371 1.345 0.459
C -2.561 0.313 1.620
C -4.047 -0.128 1.903
C -5.150 0.880 1.427
C -5.738 0.334 0.074
S -6.848 -1.088 0.479
C -7.640 -1.534 -1.044
N -7.555 -0.967 -2.218
N -8.321 -1.620 -3.133
C -8.860 -2.622 -2.474
O -8.475 -2.616 -1.185
C 1.865 1.261 0.776
C 3.129 0.663 0.849
C 6.323 0.048 -1.170
C 7.533 -0.627 -0.917
H 10.669 -3.226 1.283
H 6.866 -2.316 1.918
H 4.675 -1.278 1.599
H 3.850 0.776 -2.557
H 1.507 1.848 -2.488
H -0.216 2.940 -1.200
H -0.063 2.836 0.582
H -1.253 0.807 -1.416
H -0.535 0.135 0.077
H -2.257 2.346 0.927
H -3.180 1.353 -0.292
H -2.132 0.690 2.576
H -1.991 -0.621 1.398
H -4.161 -0.238 3.005
H -4.211 -1.124 1.444
H -5.995 0.867 2.148
H -4.816 1.930 1.336
H -4.934 -0.014 -0.613
H -6.364 1.082 -0.449
H -9.535 -3.336 -2.966
H 1.261 1.395 1.689
H 3.494 0.345 1.832
H 6.180 0.729 -2.020
H 8.393 -0.492 -1.594
```

Here is a cluster of 2 separate species, C3H9NO2 in total in a non-equilibrium geometry from OMol25. Energies are from wB97M-V/def2-TZVPD.

Computed properties:
Structure (SMILES) = CC(=O)NO.C
Energy above the lowest of the compared OMol25 structures with the same formula, charge and spin = 261.1 kJ/mol
Gap between HOMO and LUMO = 0.3818 Eh
Net charge = 0

Structure (XYZ):
```
15
C3H9NO2 | OMol25 | wB97M-V/def2-TZVPD
C 2.153 -0.200 0.243
C -1.127 -0.534 -1.212
C -0.970 -0.595 0.284
O -1.093 -1.583 0.968
H -2.101 -0.107 -1.451
H 2.622 -0.076 -0.729
H 2.883 -0.078 1.035
H 1.738 -1.199 0.316
H -0.357 0.093 -1.655
H -1.075 -1.539 -1.618
N -0.687 0.632 0.888
O -0.888 1.879 0.262
H -1.832 2.097 0.317
H -0.549 0.645 1.892
H 1.284 0.566 0.460
```

Here is a cluster of 2 separate species, CH8ClN4OP in total in a non-equilibrium geometry from OMol25. Energies are from wB97M-V/def2-TZVPD.

Computed properties:
Gap between HOMO and LUMO (spin up / spin down) = 0.2406 / 0.2274 Eh
Net charge = 0
Multiplicity = 3

Structure (XYZ):
```
16
CH8ClN4OP | OMol25 | wB97M-V/def2-TZVPD
C -0.209 -1.975 -0.944
N -0.049 -0.198 2.648
N 0.382 2.396 -1.561
N -0.704 0.276 1.515
N -0.457 1.615 -0.685
O 1.655 0.427 0.319
P 0.243 0.249 0.089
Cl 0.476 -1.678 -2.454
H -1.296 -2.416 -0.978
H 0.277 -2.783 -0.333
H -0.282 -1.194 2.926
H 0.933 -0.330 2.421
H 0.851 1.847 -2.301
H 1.104 2.702 -0.961
H -1.582 -0.218 1.387
H -1.343 1.280 -1.088
```

Here is a cluster of 2 separate species, C5H12O in total from OMol25. Energies are from wB97M-V/def2-TZVPD.

Computed properties:
Structure (SMILES) = C=C(C)CCO.[H][H]
Energy above the lowest of the compared OMol25 structures with the same formula, charge and spin = 172.2 kJ/mol
Gap between HOMO and LUMO = 0.3800 Eh
Net charge = 0

Structure (XYZ):
```
18
C5H12O | OMol25 | wB97M-V/def2-TZVPD
C 1.574 0.071 -1.090
C 0.821 -0.039 0.211
C 1.342 0.404 1.356
C -0.539 -0.698 0.167
C -1.513 -0.048 -0.808
O -2.739 -0.746 -0.697
H 1.017 0.662 -1.828
H 1.737 -0.921 -1.532
H 2.548 0.548 -0.946
H 0.293 3.230 -0.525
H 2.329 0.859 1.393
H 0.806 0.319 2.299
H 0.419 2.659 -0.063
H -0.433 -1.752 -0.124
H -0.996 -0.685 1.163
H -1.120 -0.106 -1.836
H -1.634 1.019 -0.559
H -3.363 -0.354 -1.320
```

Here is a cluster of 10 separate species, C35H83NO14S4 in total in a non-equilibrium geometry from OMol25. Energies are from wB97M-V/def2-TZVPD.

Computed properties:
Structure (SMILES) = O=S1(=O)CCCC1.O=S1(=O)CCCC1.O=S1(=O)CCCC1.O=S1(=O)CCCC1.COC[C@H](C)N.CC(C)O.CC(C)O.CC(C)O.CC(C)O.CC(C)O
Energy above the lowest of the compared OMol25 structures with the same formula, charge and spin = 558.1 kJ/mol
Gap between HOMO and LUMO = 0.3488 Eh
Net charge = 0

Structure (XYZ):
```
137
C35H83NO14S4 | OMol25 | wB97M-V/def2-TZVPD
C 4.631 1.766 6.554
C 5.340 2.690 5.464
C 4.242 3.585 4.803
O 6.366 3.551 6.084
H 3.890 2.264 7.180
H 5.426 1.364 7.182
H 4.129 0.876 6.175
H 5.810 1.997 4.767
H 3.484 4.068 5.419
H 3.637 2.820 4.317
H 4.660 4.405 4.219
H 6.640 3.170 6.922
C -3.216 -6.413 -0.930
C -2.506 -7.865 -0.968
C -1.014 -7.915 -0.866
O -2.894 -8.634 0.111
H -4.249 -6.623 -1.209
H -2.786 -5.712 -1.645
H -3.191 -5.750 -0.065
H -2.801 -8.468 -1.827
H -0.570 -7.940 0.130
H -0.611 -7.064 -1.414
H -0.601 -8.704 -1.495
H -2.195 -9.293 0.108
C -6.056 -1.696 -4.833
C -5.306 -0.404 -5.006
C -5.836 0.756 -4.036
O -3.961 -0.533 -4.743
H -7.084 -1.576 -5.174
H -6.039 -2.034 -3.797
H -5.650 -2.511 -5.433
H -5.455 -0.116 -6.046
H -5.545 1.712 -4.471
H -5.439 0.603 -3.032
H -6.917 0.888 -3.990
H -3.406 -0.771 -5.490
C 5.873 1.408 -0.327
C 6.510 0.277 -1.065
C 7.744 0.627 -1.863
O 7.187 -0.366 0.000
H 5.561 2.189 -1.020
H 6.600 2.027 0.199
H 5.076 1.147 0.369
H 5.765 -0.355 -1.547
H 8.580 1.047 -1.304
H 7.684 1.481 -2.538
H 8.127 -0.237 -2.406
H 8.130 -0.185 0.016
C 0.780 3.459 -7.802
C 2.245 3.018 -7.892
C 3.102 3.159 -6.668
O 2.159 1.718 -8.342
H 0.648 4.536 -7.904
H 0.350 2.906 -6.966
H 0.249 3.116 -8.690
H 2.748 3.530 -8.712
H 2.756 2.495 -5.876
H 2.869 4.103 -6.176
H 4.179 3.100 -6.827
H 3.037 1.335 -8.407
C 1.006 -3.306 -5.629
C 1.312 -3.354 -7.171
C 1.217 -4.837 -7.809
O 1.987 -5.675 -6.973
C 1.866 -7.055 -7.159
N 0.214 -2.457 -7.555
H 1.724 -3.937 -5.105
H -0.024 -3.636 -5.488
H 1.276 -2.281 -5.374
H 2.288 -2.942 -7.426
H 1.534 -4.733 -8.846
H 0.188 -5.179 -7.919
H 2.523 -7.465 -6.392
H 2.284 -7.255 -8.145
H 0.828 -7.385 -7.126
H 0.632 -1.558 -7.746
H -0.236 -2.578 -8.451
C -3.276 6.970 3.420
C -2.353 7.895 2.529
C -1.559 8.902 3.400
S -2.590 9.339 4.884
O -3.315 10.490 4.566
O -1.868 9.162 6.132
C -3.810 7.878 4.608
H -2.666 6.232 3.941
H -4.020 6.524 2.760
H -3.007 8.359 1.791
H -1.632 7.422 1.862
H -1.417 9.856 2.892
H -0.639 8.402 3.705
H -4.756 8.353 4.351
H -3.964 7.394 5.573
C 3.546 -6.130 2.129
C 3.633 -4.858 1.273
C 4.343 -3.749 2.190
S 3.403 -3.939 3.784
O 2.169 -3.128 3.687
O 4.299 -3.820 4.914
C 2.906 -5.683 3.452
H 4.569 -6.443 2.339
H 3.218 -7.018 1.588
H 2.634 -4.522 0.992
H 4.144 -4.982 0.318
H 4.397 -2.707 1.874
H 5.373 -3.939 2.493
H 1.820 -5.698 3.547
H 3.251 -6.187 4.355
C -1.782 0.174 0.342
C -0.472 -0.223 -0.418
C -0.079 1.125 -1.123
S -0.229 2.506 -0.005
O -1.107 3.488 -0.597
O 1.155 2.793 0.402
C -1.356 1.494 1.178
H -2.119 -0.549 1.085
H -2.514 0.342 -0.448
H -0.659 -0.959 -1.200
H 0.302 -0.720 0.167
H -0.756 1.219 -1.971
H 0.939 1.062 -1.508
H -2.054 2.239 1.561
H -0.793 1.152 2.047
C -7.379 1.077 8.292
C -7.025 2.127 9.383
C -6.149 3.235 8.695
S -4.883 2.134 7.810
O -3.919 1.590 8.738
O -4.443 2.737 6.579
C -6.194 0.821 7.340
H -8.280 1.291 7.717
H -7.708 0.139 8.739
H -6.435 1.675 10.180
H -7.885 2.554 9.899
H -5.647 4.082 9.164
H -6.667 3.722 7.869
H -5.574 -0.063 7.490
H -6.620 0.963 6.346
```

Here is the molecule C3H4N2O from OMol25. Energies are from wB97M-V/def2-TZVPD.

Computed properties:
Energy above the lowest of the compared OMol25 structures with the same formula, charge and spin = 304.9 kJ/mol
Gap between HOMO and LUMO = 0.3491 Eh
Net charge = 0

Structure (XYZ):
```
10
C3H4N2O | OMol25 | wB97M-V/def2-TZVPD
N 1.651 -0.041 -0.189
C 0.562 0.478 -0.678
C -0.346 1.118 0.257
N -1.342 0.398 0.626
C -1.432 -0.845 -0.025
O -1.137 -1.917 0.447
H 2.177 -0.703 -0.746
H 1.991 0.082 0.764
H -0.268 2.160 0.586
H -1.856 -0.730 -1.042
```

Here is a structure of composition C35H34Br2GeN5O3Pb in a non-equilibrium geometry from OMol25. Energies are from wB97M-V/def2-TZVPD.

Computed properties:
Energy above the lowest of the compared OMol25 structures with the same formula, charge and spin = 1.9 kJ/mol
Gap between HOMO and LUMO (spin up / spin down) = 0.1889 / 0.2006 Eh
Net charge = -1

Structure (XYZ):
```
81
C35H34Br2GeN5O3Pb | OMol25 | wB97M-V/def2-TZVPD
Pb 17.355 14.687 8.101
O 15.427 9.377 6.064
C 16.722 9.194 6.542
C 17.327 7.922 6.291
C 18.527 7.674 6.904
C 19.280 8.696 7.441
C 18.775 10.008 7.396
C 17.439 10.305 6.992
C 16.863 11.753 6.939
O 17.818 12.637 7.342
N 15.567 11.842 7.603
N 15.033 13.109 7.401
C 13.998 13.363 8.184
C 13.229 14.568 8.199
Br 12.964 15.622 6.635
C 12.792 15.122 9.375
C 11.704 16.132 9.459
C 11.859 17.296 10.273
C 10.901 18.280 10.281
C 9.799 18.186 9.460
C 9.606 17.050 8.666
C 10.537 16.038 8.650
H 14.984 10.020 6.699
H 16.814 7.212 5.663
H 18.911 6.653 6.918
H 20.274 8.504 7.823
H 19.408 10.813 7.767
H 16.547 11.970 5.884
H 15.649 11.572 8.605
H 13.779 12.650 9.004
H 13.253 14.782 10.282
H 12.755 17.424 10.902
H 11.025 19.097 10.961
H 9.120 19.045 9.363
H 8.692 16.909 8.095
H 10.354 15.182 8.002
Br 23.364 19.491 8.468
C 23.664 18.658 10.108
C 22.704 18.689 11.130
C 22.590 17.618 12.000
C 23.509 16.534 11.859
C 24.679 16.684 11.054
C 24.773 17.766 10.212
N 23.233 15.253 12.259
N 22.210 15.049 13.041
C 21.113 14.525 12.482
C 19.928 14.644 13.203
C 18.728 14.581 12.507
C 18.604 14.491 11.116
O 17.490 14.537 10.500
C 19.864 14.271 10.393
N 19.741 14.049 9.088
C 20.733 13.363 8.484
C 21.894 12.935 9.176
C 22.104 13.385 10.450
C 21.063 14.050 11.115
H 22.045 19.554 11.131
H 21.748 17.484 12.703
H 25.504 15.950 11.132
H 25.665 17.903 9.616
H 20.000 14.900 14.259
H 17.814 14.659 13.074
H 20.584 13.177 7.434
H 22.670 12.338 8.701
H 23.004 13.153 10.996
C 16.711 18.828 5.566
Ge 17.558 18.365 7.298
C 16.015 18.279 8.604
C 18.739 19.849 7.887
C 18.548 16.678 7.302
H 16.701 19.883 5.386
H 15.675 18.535 5.530
H 17.255 18.362 4.739
H 15.585 19.260 8.772
H 16.275 17.881 9.595
H 15.232 17.621 8.188
H 18.584 20.656 7.149
H 19.812 19.598 7.961
H 18.431 20.230 8.855
H 19.483 16.732 7.918
H 18.882 16.397 6.311
```

Here is a structure of composition C25H28O9P2STi in a non-equilibrium geometry from OMol25. Energies are from wB97M-V/def2-TZVPD.

Computed properties:
Energy above the lowest of the compared OMol25 structures with the same formula, charge and spin = 0.0 kJ/mol
Gap between HOMO and LUMO (spin up / spin down) = 0.2104 / 0.2112 Eh
Net charge = 0

Structure (XYZ):
```
66
C25H28O9P2STi | OMol25 | wB97M-V/def2-TZVPD
Ti 0.016 0.008 0.531
O -2.217 -2.042 -2.356
C -1.488 -1.134 -1.707
O -1.307 -1.145 -0.500
C -0.888 0.001 -2.474
O 0.365 0.316 -1.895
C 1.451 -0.536 -2.308
C 2.004 -1.428 -1.188
O 3.008 -2.075 -1.458
O 1.403 -1.377 -0.064
H -2.546 -2.679 -1.703
H -1.528 0.871 -2.270
H -0.821 -0.176 -3.547
H 2.250 0.112 -2.667
H 1.142 -1.177 -3.136
O -1.620 -0.211 2.033
S -0.797 0.239 3.188
O -1.019 -0.434 4.427
O 0.586 0.201 2.664
C -1.179 1.964 3.441
C -1.351 2.364 4.758
C -1.593 3.701 5.046
C -1.660 4.627 4.020
C -1.499 4.216 2.703
C -1.259 2.884 2.388
P -1.126 2.304 0.627
C -0.273 3.682 -0.205
C 0.823 4.304 0.388
C 1.565 5.245 -0.310
C 1.228 5.569 -1.617
C 0.147 4.946 -2.222
C -0.597 4.007 -1.520
C -2.876 2.531 0.112
C -3.461 3.773 -0.132
C -4.792 3.862 -0.505
C -5.557 2.708 -0.631
C -4.988 1.470 -0.383
C -3.650 1.382 -0.017
H -1.297 1.626 5.545
H -1.731 4.010 6.074
H -1.848 5.671 4.236
H -1.558 4.952 1.911
H 1.103 4.050 1.402
H 2.406 5.729 0.171
H 1.808 6.304 -2.161
H -0.123 5.190 -3.241
H -1.444 3.535 -2.003
H -2.874 4.679 -0.046
H -5.234 4.831 -0.697
H -6.598 2.780 -0.921
H -5.582 0.569 -0.471
H -3.204 0.418 0.199
C 3.673 2.476 1.809
P 3.207 1.102 0.751
C 4.335 1.116 -0.645
C 3.587 -0.386 1.665
O 1.776 1.271 0.301
H 4.709 2.391 2.138
H 3.018 2.477 2.682
H 3.540 3.412 1.266
H 5.366 1.221 -0.306
H 4.086 1.954 -1.297
H 4.234 0.180 -1.197
H 4.617 -0.308 2.022
H 3.482 -1.250 1.010
H 2.908 -0.496 2.509
```

Here is the molecule C6H8OS in a non-equilibrium geometry from OMol25. Energies are from wB97M-V/def2-TZVPD.

Computed properties:
Structure (SMILES) = C=C=C/C(C)=C\SO
Energy above the lowest of the compared OMol25 structures with the same formula, charge and spin = 428.5 kJ/mol
Gap between HOMO and LUMO = 0.3139 Eh
Net charge = 0

Structure (XYZ):
```
16
C6H8OS | OMol25 | wB97M-V/def2-TZVPD
C -1.171 -1.668 0.776
C 0.314 0.316 -0.261
C -0.759 -0.398 0.498
C 1.360 0.172 -1.071
C -1.445 0.729 1.243
C 2.394 -0.023 -1.821
O 1.019 -2.639 -0.371
S -0.452 -3.138 0.198
H -2.044 -1.750 1.251
H -0.031 1.467 -0.244
H -2.229 1.382 0.611
H -0.807 1.363 1.689
H -2.138 0.307 2.079
H 1.189 -2.402 -1.259
H 3.491 0.061 -1.375
H 2.236 -0.210 -2.888
```

Here is the molecule C3H7N3 in a non-equilibrium geometry from OMol25. Energies are from wB97M-V/def2-TZVPD.

Computed properties:
Structure (SMILES) = [H]/N=C/C/C(N)=N\[H]
Energy above the lowest of the compared OMol25 structures with the same formula, charge and spin = 80.8 kJ/mol
Gap between HOMO and LUMO = 0.3897 Eh
Net charge = 0

Structure (XYZ):
```
13
C3H7N3 | OMol25 | wB97M-V/def2-TZVPD
C -0.346 0.315 -0.928
C 0.762 0.669 0.058
N 1.431 -0.592 0.301
C -1.013 -0.763 -0.121
N 0.973 1.670 0.784
N -1.956 -0.301 0.623
H 1.713 -1.147 -0.494
H 2.162 -0.551 0.995
H 0.304 2.425 0.684
H -2.367 -0.979 1.263
H -1.009 1.162 -1.094
H 0.080 -0.088 -1.849
H -0.735 -1.820 -0.221
```